[1]
{
  "formula": "C28H45AuF9OP2",
  "method": "the ωB97M-V functional and the def2-TZVPD basis",
  "elements": ["Au", "C", "C", "C", "C", "C", "C", "H", "H", "H", "C", "H", "H", "H", "C", "H", "H", "H", "C", "H", "H", "H", "C", "H", "H", "H", "C", "C", "C", "C", "C", "C", "C", "C", "H", "H", "H", "H", "H", "H", "H", "H", "H", "H", "H", "H", "P", "C", "H", "H", "H", "C", "H", "H", "H", "C", "H", "H", "H", "P", "C", "H", "H", "H", "C", "H", "H", "H", "C", "H", "H", "H", "F", "C", "F", "F", "C", "O", "C", "F", "F", "F", "C", "F", "F", "F"],
  "positions_angstrom": [[0.74, -0.01, -0.15], [-2.46, 1.81, 0.34], [-2.88, 0.91, -0.68], [-2.65, -0.30, 1.26], [-2.36, 1.07, 1.55], [-3.01, -0.39, -0.11], [-2.12, 3.24, 0.15], [-1.67, 3.40, -0.85], [-1.39, 3.57, 0.90], [-2.99, 3.90, 0.23], [-1.98, 1.55, 2.90], [-1.71, 2.61, 2.87], [-1.14, 0.96, 3.29], [-2.83, 1.45, 3.60], [-2.55, -1.41, 2.23], [-3.53, -1.67, 2.66], [-1.86, -1.15, 3.05], [-2.16, -2.33, 1.75], [-3.47, -1.61, -0.81], [-4.57, -1.68, -0.81], [-3.08, -2.51, -0.33], [-3.14, -1.60, -1.87], [-3.19, 1.26, -2.09], [-4.17, 1.75, -2.17], [-3.23, 0.35, -2.71], [-2.43, 1.93, -2.51], [1.44, 0.69, -3.23], [0.38, 1.50, -3.34], [-0.31, 1.73, -4.65], [-1.19, 0.58, -5.23], [-1.29, -0.71, -4.48], [-0.24, -1.53, -4.34], [1.09, -1.24, -4.98], [1.99, -0.12, -4.36], [0.43, 1.99, -5.43], [-0.81, 0.40, -6.25], [-0.96, 2.62, -4.54], [2.29, 0.54, -5.20], [2.02, 0.65, -2.29], [0.00, 2.06, -2.48], [2.91, -0.60, -4.00], [1.69, -2.17, -4.95], [-0.34, -2.52, -3.87], [0.97, -0.99, -6.05], [-2.21, 0.98, -5.35], [-2.29, -1.01, -4.15], [1.70, 2.03, 0.61], [1.11, 2.75, 2.17], [1.92, 3.34, 2.62], [0.83, 1.95, 2.87], [0.26, 3.42, 1.98], [3.36, 1.41, 1.03], [3.99, 2.19, 1.46], [3.83, 1.01, 0.13], [3.24, 0.60, 1.76], [1.78, 3.43, -0.54], [2.17, 3.11, -1.51], [2.44, 4.22, -0.13], [0.78, 3.85, -0.68], [0.88, -2.36, -0.19], [-0.42, -3.42, -0.88], [0.01, -4.34, -1.30], [-0.96, -2.88, -1.67], [-1.13, -3.71, -0.09], [2.43, -2.60, -1.11], [2.22, -2.61, -2.18], [2.94, -3.53, -0.83], [3.09, -1.75, -0.89], [1.17, -2.98, 1.49], [1.30, -4.08, 1.51], [0.30, -2.71, 2.12], [2.05, -2.48, 1.92], [2.36, -2.90, 4.41], [2.55, -1.55, 4.39], [3.36, -1.27, 5.45], [3.29, -1.26, 3.27], [1.15, -0.73, 4.32], [0.72, -0.46, 3.12], [0.09, -1.59, 5.13], [0.56, -2.07, 6.31], [-1.02, -0.84, 5.41], [-0.35, -2.66, 4.41], [1.48, 0.55, 5.20], [1.70, 0.31, 6.53], [2.60, 1.17, 4.72], [0.47, 1.47, 5.15]],
  "e_homo_ev": [-11.08, -11.07],
  "largest_force_ev_per_a": 1.341,
  "multiplicity": 3,
  "molar_mass_g_mol": 827.564,
  "lumo_energy_ev": [-2.220, -5.625],
  "s_squared": 2.00,
  "homo_lumo_gap_ev": [8.855, 5.448],
  "total_charge": 1,
  "energy_ha": -2886.08488
}

---

[2]
{
  "formula": "C13H14ClNO3S2",
  "method": "the ωB97M-V functional and the def2-TZVPD basis",
  "elements": ["C", "C", "H", "H", "O", "C", "C", "C", "C", "C", "C", "Cl", "H", "H", "S", "O", "O", "N", "H", "C", "C", "C", "C", "C", "S", "H", "H", "H", "H", "H", "H", "H", "H", "H"],
  "positions_angstrom": [[-5.10, -0.50, -2.33], [-3.64, -0.85, -1.81], [-2.86, -0.77, -2.61], [-3.78, -1.86, -1.35], [-3.47, -0.02, -1.00], [-2.44, -0.05, -0.05], [-1.53, -1.10, -0.05], [-0.37, -0.99, 0.51], [-0.21, -0.03, 1.51], [-1.04, 0.92, 1.72], [-2.23, 1.21, 0.91], [-3.43, 2.38, 0.94], [-0.93, 1.55, 2.37], [0.72, -0.04, 2.30], [0.85, -2.32, 0.26], [1.41, -2.63, 1.77], [0.31, -3.52, -0.33], [1.92, -1.59, -0.52], [2.13, -1.83, -1.58], [3.15, -0.94, 0.08], [3.34, 0.43, -0.52], [4.32, 1.08, -0.94], [4.29, 2.49, -1.25], [3.07, 2.91, -0.63], [2.19, 1.80, -0.29], [2.85, 3.89, -0.83], [5.04, 2.79, -1.82], [5.32, 0.58, -1.46], [2.99, -1.12, 1.16], [4.09, -1.61, -0.27], [-1.51, -1.65, -1.00], [-5.45, -1.27, -3.28], [-5.88, -0.44, -1.61], [-5.13, 0.35, -2.90]],
  "e_homo_ev": -8.51,
  "largest_force_ev_per_a": 18.538,
  "molar_mass_g_mol": 331.846,
  "lumo_energy_ev": 0.044,
  "homo_lumo_gap_ev": 8.559,
  "energy_ha": -2040.38865,
  "relative_energy_kcal_mol": 253.8
}

---

[3]
{
  "formula": "C35H36IrN4SSb2",
  "method": "the ωB97M-V functional and the def2-TZVPD basis",
  "elements": ["Ir", "C", "C", "N", "N", "C", "N", "S", "C", "C", "C", "C", "C", "N", "H", "H", "H", "H", "H", "H", "H", "H", "H", "H", "C", "C", "C", "Sb", "C", "C", "C", "C", "C", "C", "C", "C", "C", "C", "C", "C", "Sb", "C", "C", "C", "C", "C", "C", "C", "C", "C", "C", "C", "C", "H", "H", "H", "H", "H", "H", "H", "H", "H", "H", "H", "H", "H", "H", "H", "H", "H", "H", "H", "H", "H", "H", "H", "H", "H", "H"],
  "positions_angstrom": [[0.17, -0.82, 0.23], [4.31, -2.06, 0.95], [3.04, -1.42, 0.50], [1.88, -1.67, 1.01], [1.76, -2.55, 2.06], [0.53, -2.89, 2.47], [0.40, -3.74, 3.47], [-0.85, -2.26, 1.69], [3.01, -0.47, -0.63], [4.14, 0.13, -1.12], [4.03, 0.98, -2.22], [2.80, 1.15, -2.81], [1.69, 0.53, -2.24], [1.78, -0.24, -1.15], [4.16, -3.09, 1.28], [4.74, -1.49, 1.78], [5.03, -2.08, 0.14], [2.59, -2.94, 2.47], [1.18, -4.18, 3.93], [-0.53, -4.03, 3.76], [5.11, -0.05, -0.66], [4.91, 1.47, -2.62], [2.67, 1.75, -3.70], [0.71, 0.62, -2.68], [-2.19, 1.60, -1.78], [-1.10, 2.50, -1.22], [-1.27, 2.81, 0.26], [-0.79, 1.18, 1.54], [-1.15, 1.87, 3.51], [-0.46, 3.04, 3.80], [-0.66, 3.60, 5.05], [-1.51, 3.00, 5.97], [-2.18, 1.83, 5.65], [-2.01, 1.25, 4.40], [1.31, 1.53, 1.71], [1.99, 2.44, 0.90], [3.29, 2.82, 1.21], [3.93, 2.29, 2.33], [3.27, 1.36, 3.13], [1.97, 0.99, 2.82], [-2.01, -0.46, -1.24], [-3.81, -1.31, -1.94], [-4.50, -0.58, -2.89], [-5.63, -1.15, -3.46], [-6.07, -2.40, -3.06], [-5.37, -3.11, -2.08], [-4.23, -2.57, -1.52], [-0.93, -1.30, -2.88], [-1.26, -0.92, -4.18], [-0.63, -1.51, -5.27], [0.31, -2.51, -5.07], [0.64, -2.91, -3.78], [0.02, -2.31, -2.69], [-3.18, 1.93, -1.45], [-2.19, 1.60, -2.87], [-1.10, 3.44, -1.77], [-0.11, 2.05, -1.40], [-2.29, 3.12, 0.50], [-0.59, 3.59, 0.59], [0.22, 3.50, 3.10], [-0.13, 4.52, 5.31], [-1.65, 3.45, 6.95], [-2.85, 1.38, 6.37], [-2.55, 0.35, 4.15], [1.51, 2.88, 0.03], [3.79, 3.57, 0.61], [4.93, 2.61, 2.59], [3.75, 0.96, 4.01], [1.45, 0.29, 3.48], [-4.19, 0.41, -3.20], [-6.18, -0.60, -4.22], [-6.95, -2.83, -3.51], [-5.72, -4.08, -1.77], [-3.68, -3.13, -0.77], [-2.02, -0.17, -4.36], [-0.89, -1.20, -6.27], [0.77, -2.99, -5.92], [1.36, -3.70, -3.63], [0.27, -2.66, -1.69]],
  "e_homo_ev": -16.12,
  "largest_force_ev_per_a": 2.377,
  "molar_mass_g_mol": 980.505,
  "lumo_energy_ev": -10.359,
  "homo_lumo_gap_ev": 5.762,
  "total_charge": 3,
  "energy_ha": -2556.39145,
  "relative_energy_kcal_mol": 0.0
}

---

[4]
{
  "formula": "C20H28N2O5",
  "method": "the ωB97M-V functional and the def2-TZVPD basis",
  "elements": ["C", "H", "H", "C", "C", "C", "H", "O", "C", "C", "C", "C", "C", "C", "C", "N", "C", "O", "N", "C", "C", "C", "O", "O", "C", "H", "C", "O", "C", "C", "H", "H", "H", "H", "H", "H", "H", "H", "C", "H", "H", "H", "H", "H", "H", "H", "H", "H", "H", "H", "H", "H", "H", "H", "H"],
  "positions_angstrom": [[-3.94, 0.55, -0.99], [-5.09, 0.34, -0.71], [-4.10, 1.07, -2.08], [-3.34, 1.55, 0.05], [-3.45, 1.09, 1.59], [-2.27, -0.19, 1.72], [-2.29, -0.99, 0.97], [-1.05, 0.48, 1.57], [0.05, -0.37, 1.50], [-0.07, -1.86, 1.80], [1.23, -2.62, 1.52], [2.40, -1.92, 1.32], [2.30, -0.61, 1.33], [1.31, 0.05, 1.14], [1.32, 1.70, 0.92], [2.11, 2.23, 2.11], [3.21, 2.72, 2.26], [3.83, 3.17, 3.18], [3.83, 2.77, 0.75], [3.49, 2.28, -0.33], [2.16, 1.90, -0.35], [1.75, 1.19, -1.60], [2.12, 1.13, -2.76], [0.44, 0.74, -1.32], [-0.46, 0.37, -2.58], [-1.49, 0.44, -2.37], [-0.35, -1.34, -2.02], [-1.38, -1.80, -1.59], [-1.26, -3.25, -1.20], [-2.67, -3.71, -0.54], [-2.73, -3.18, 0.30], [-2.74, -4.59, -0.50], [-3.53, -3.32, -1.20], [-0.52, -3.47, -0.55], [-1.29, -3.66, -2.19], [0.70, -1.67, -1.92], [-0.43, -1.70, -3.23], [0.22, 0.24, -3.29], [4.32, 2.61, -1.52], [4.65, 3.66, -1.67], [3.82, 2.07, -2.31], [5.49, 1.98, -1.34], [4.92, 3.24, 0.96], [1.52, 2.26, 3.07], [0.43, 2.08, 0.75], [3.22, -0.31, 0.97], [3.16, -2.74, 1.46], [0.92, -3.79, 2.01], [-1.02, -2.25, 1.90], [-2.35, -0.66, 2.55], [-3.08, 1.77, 2.11], [-4.34, 0.63, 1.62], [-2.43, 1.72, -0.36], [-3.82, 2.40, 0.14], [-3.45, -0.44, -1.03]],
  "e_homo_ev": -7.77,
  "largest_force_ev_per_a": 16.588,
  "molar_mass_g_mol": 376.453,
  "lumo_energy_ev": 0.575,
  "homo_lumo_gap_ev": 8.340,
  "energy_ha": -1263.98427,
  "relative_energy_kcal_mol": 462.7
}

---

[5]
{
  "formula": "C12H30Br6N6O12",
  "method": "the ωB97M-V functional and the def2-TZVPD basis",
  "elements": ["C", "N", "O", "O", "H", "H", "H", "C", "N", "O", "O", "H", "H", "H", "C", "N", "O", "O", "H", "H", "H", "C", "N", "O", "O", "H", "H", "H", "C", "N", "O", "O", "H", "H", "H", "C", "N", "O", "O", "H", "H", "H", "Br", "C", "C", "Br", "H", "H", "H", "H", "Br", "C", "C", "Br", "H", "H", "H", "H", "Br", "C", "C", "Br", "H", "H", "H", "H"],
  "positions_angstrom": [[1.47, 1.93, 4.07], [0.18, 1.26, 3.70], [0.14, 0.34, 2.85], [-0.80, 1.75, 4.26], [2.27, 1.42, 3.53], [1.48, 1.87, 5.16], [1.55, 2.97, 3.76], [0.89, 2.51, -2.70], [0.62, 3.60, -1.76], [-0.06, 3.34, -0.78], [1.11, 4.68, -2.04], [1.10, 3.02, -3.64], [0.00, 1.89, -2.82], [1.77, 1.94, -2.38], [0.37, -0.67, -0.46], [-0.95, 0.12, -0.46], [-1.42, 0.32, -1.58], [-1.51, 0.35, 0.59], [1.03, -0.03, 0.13], [0.66, -0.82, -1.50], [0.13, -1.67, -0.09], [4.09, 3.61, -0.47], [3.59, 2.21, -0.38], [2.72, 1.94, 0.43], [4.17, 1.42, -1.14], [3.58, 4.09, -1.30], [5.15, 3.59, -0.68], [3.81, 4.19, 0.41], [-0.22, -6.44, 0.98], [-0.78, -5.09, 1.23], [-1.80, -5.00, 1.93], [-0.14, -4.17, 0.74], [0.64, -6.58, 1.63], [0.20, -6.44, -0.03], [-0.97, -7.19, 1.23], [-3.79, 0.85, 3.18], [-4.02, 2.09, 4.00], [-4.62, 2.00, 5.09], [-3.57, 3.10, 3.52], [-4.59, 0.79, 2.44], [-3.87, -0.01, 3.84], [-2.86, 0.92, 2.62], [-5.95, 1.95, -3.97], [-4.20, 2.77, -4.56], [-3.25, 2.88, -3.39], [-1.86, 4.19, -3.80], [-4.30, 3.70, -5.11], [-3.82, 2.09, -5.33], [-2.77, 1.93, -3.17], [-3.69, 3.21, -2.45], [0.30, -2.19, -4.02], [-0.37, -3.24, -2.56], [-0.88, -4.62, -3.01], [-2.73, -4.36, -3.86], [-1.25, -2.75, -2.13], [0.39, -3.24, -1.78], [-1.09, -5.20, -2.11], [-0.34, -5.21, -3.74], [3.61, -1.85, -0.03], [3.50, -2.14, 1.91], [3.83, -0.83, 2.57], [3.61, -1.12, 4.48], [4.23, -2.91, 2.17], [2.53, -2.53, 2.20], [2.97, -0.26, 2.24], [4.77, -0.32, 2.31]],
  "e_homo_ev": [-1.16, -5.13],
  "largest_force_ev_per_a": 5.554,
  "multiplicity": 2,
  "molar_mass_g_mol": 929.826,
  "lumo_energy_ev": [1.127, 1.128],
  "s_squared": 0.75,
  "homo_lumo_gap_ev": [2.291, 6.259],
  "total_charge": -1,
  "energy_ha": -17150.15832,
  "relative_energy_kcal_mol": 0.0
}

---

[6]
{
  "formula": "C5H8ClN",
  "method": "the ωB97M-V functional and the def2-TZVPD basis",
  "elements": ["C", "N", "C", "Cl", "C", "C", "C", "H", "H", "H", "H", "H", "H", "H", "H"],
  "positions_angstrom": [[2.37, -1.80, -0.13], [1.19, -1.33, -0.04], [0.75, -0.07, -0.05], [2.11, 1.21, -0.34], [-0.52, 0.31, 0.02], [-0.82, 1.82, 0.10], [-1.72, -0.59, 0.13], [2.39, -2.89, -0.15], [3.37, -1.17, -0.13], [-1.92, 2.10, 0.50], [-0.88, 2.25, -0.98], [-0.14, 2.40, 0.65], [-2.32, -0.56, -0.81], [-2.31, -0.03, 0.84], [-1.56, -1.62, 0.39]],
  "e_homo_ev": -8.92,
  "largest_force_ev_per_a": 4.598,
  "molar_mass_g_mol": 117.579,
  "lumo_energy_ev": 0.422,
  "smiles": "C=NC(Cl)=C(C)C",
  "homo_lumo_gap_ev": 9.337,
  "energy_ha": -710.19991,
  "relative_energy_kcal_mol": 32.9
}